91
Properties=species:S:1:pos:R:3:mulliken_charge:R:1 method="wB97M-V/def2-TZVPD" e_homo_ha=-0.1977 relative_energy_ev=0.518 fmax_ev_per_a=0.685 spin_multiplicity=1 charge=-1 gap_ev=6.993 total_energy_ha=-2744.69248
Rb -0.22 -0.42 0.29 0.67
O 7.48 1.36 3.93 -0.74
C 7.34 1.33 2.69 0.54
O 8.15 1.51 1.77 -0.74
C 5.90 0.94 2.22 -0.70
C 4.88 0.73 3.13 -0.89
C 3.62 0.39 2.66 1.03
N 3.35 0.23 1.37 -0.06
C 4.32 0.45 0.49 1.17
C 5.61 0.82 0.87 -1.05
C 3.95 0.33 -0.95 0.14
C 4.93 0.19 -1.94 -0.70
C 4.55 0.14 -3.27 -0.59
C 3.20 0.21 -3.59 -0.63
C 2.30 0.33 -2.55 -0.12
N 2.65 0.38 -1.26 0.03
C 2.47 0.20 3.59 0.14
C 2.64 0.00 4.96 -0.73
C 1.53 -0.15 5.77 -0.58
C 0.27 -0.10 5.20 -0.61
C 0.19 0.10 3.83 -0.04
N 1.25 0.25 3.05 0.04
H 5.11 0.87 4.18 0.46
H 6.40 1.04 0.17 0.46
H 5.97 0.12 -1.67 0.34
H 5.30 0.03 -4.04 0.41
H 2.87 0.18 -4.62 0.45
H 1.23 0.38 -2.75 0.41
H 3.63 -0.06 5.39 0.36
H 1.64 -0.32 6.83 0.41
H -0.63 -0.21 5.79 0.44
H -0.77 0.14 3.32 0.34
N -1.90 -2.98 -0.34 -0.27
C -1.83 -3.47 -1.71 -0.02
C -0.63 -4.40 -1.90 -0.84
C 0.74 -3.74 -1.70 -0.24
N 1.08 -3.60 -0.29 -0.30
H -2.11 -3.73 0.30 0.14
H -2.61 -2.26 -0.23 0.16
H -1.72 -2.61 -2.37 -0.19
H -2.73 -4.02 -2.02 0.33
H -0.67 -4.81 -2.92 0.38
H -0.72 -5.25 -1.21 0.42
H 0.72 -2.75 -2.15 -0.04
H 1.49 -4.34 -2.25 0.31
H 1.91 -3.03 -0.17 0.17
H 1.27 -4.51 0.12 0.22
C -3.84 0.40 3.32 -1.58
C -3.29 0.62 1.91 0.94
O -2.76 -0.35 1.36 -0.37
C -3.39 1.95 1.34 0.59
C -4.15 2.94 2.01 -0.61
C -4.22 4.23 1.58 -0.98
C -3.48 4.61 0.44 -0.58
C -2.74 3.69 -0.24 -1.15
C -2.68 2.30 0.13 -0.18
O -2.01 1.49 -0.57 -0.53
H -3.54 -0.59 3.66 0.15
H -4.93 0.44 3.31 0.54
H -3.46 1.15 4.02 0.44
H -4.71 2.66 2.89 0.32
H -4.82 4.96 2.11 0.35
H -3.50 5.65 0.12 0.45
H -2.14 4.00 -1.09 1.18
S -1.64 -4.12 4.50 -0.24
C 0.07 -4.25 4.52 -0.24
C 0.60 -3.45 3.56 -0.75
N -0.30 -2.73 2.83 0.41
C -1.51 -2.97 3.21 -0.35
H 0.57 -4.91 5.21 0.45
H 1.66 -3.33 3.36 0.40
H -2.38 -2.50 2.77 0.37
O -3.15 5.25 -4.03 -0.57
C -3.78 4.19 -3.37 -0.34
N -3.01 2.95 -3.42 0.13
C -2.65 2.42 -4.60 0.38
O -2.99 2.93 -5.67 -0.80
C -1.86 1.16 -4.57 0.72
C -1.44 0.59 -5.77 -0.58
C -0.74 -0.60 -5.75 -0.92
C -0.49 -1.19 -4.52 -0.09
N -0.88 -0.66 -3.37 -0.23
C -1.55 0.49 -3.39 0.02
H -3.02 4.95 -4.95 0.39
H -4.77 4.00 -3.80 0.28
H -3.89 4.47 -2.33 0.21
H -2.72 2.52 -2.54 -0.01
H -1.67 1.09 -6.70 0.48
H -0.40 -1.07 -6.66 0.45
H 0.05 -2.13 -4.44 0.34
H -1.85 0.86 -2.41 0.21

---

92
Properties=species:S:1:pos:R:3:mulliken_charge:R:1 method="wB97M-V/def2-TZVPD" e_homo_ha="-0.1647 / -0.1764" fmax_ev_per_a=1.899 spin_multiplicity=3 charge=-1 gap_ev="6.685 / 6.118" total_energy_ha=-3609.46234
V 0.15 -0.08 -0.31 -0.93
O 1.91 1.45 5.75 -0.61
C 1.77 1.49 4.55 0.38
C 2.71 2.19 3.56 0.17
O 3.56 3.00 3.82 -0.64
C 2.33 1.66 2.21 1.40
C 1.12 0.96 2.36 -1.05
O 0.48 0.42 1.33 0.36
C 0.70 0.80 3.73 -0.06
O -0.28 0.22 4.17 -0.71
O 2.98 1.84 1.15 -1.08
C -0.31 -6.65 1.71 -1.66
C -1.33 -6.45 0.62 0.75
C -2.10 -7.50 0.15 -0.68
C -3.03 -7.33 -0.86 -0.71
C -3.17 -6.09 -1.44 -1.02
C -2.41 -5.01 -1.00 -0.33
C -1.51 -5.18 0.04 0.45
N -0.71 -4.13 0.53 -0.04
C -0.87 -2.78 0.29 0.44
N -2.13 -2.32 0.30 0.14
C -2.68 -1.01 0.18 0.41
C -1.90 0.13 -0.04 0.52
C -2.57 1.34 -0.12 0.13
C -3.94 1.44 -0.01 -0.95
C -4.69 0.29 0.20 -1.06
C -4.08 -0.95 0.31 1.32
C -4.91 -2.18 0.55 -1.53
N 0.17 -2.02 0.19 0.80
C 1.49 -2.55 0.20 -0.85
C 2.29 -2.27 1.31 -0.38
C 3.61 -2.70 1.36 -0.91
C 4.13 -3.41 0.29 -0.75
C 3.33 -3.69 -0.81 -1.07
C 2.01 -3.27 -0.88 2.04
C 1.17 -3.57 -2.09 -1.51
H -0.36 -7.66 2.10 0.40
H -0.47 -5.95 2.53 0.37
H 0.71 -6.49 1.34 0.31
H -1.96 -8.48 0.60 0.36
H -3.62 -8.17 -1.20 0.40
H -3.87 -5.94 -2.26 0.41
H -2.49 -4.05 -1.50 0.63
H 0.21 -4.38 0.85 0.32
H -2.81 -3.04 0.50 0.31
H -1.99 2.25 -0.27 -0.03
H -4.43 2.40 -0.09 0.41
H -5.77 0.35 0.28 0.31
H -5.96 -1.92 0.59 0.39
H -4.66 -2.67 1.50 0.37
H -4.79 -2.92 -0.25 0.29
H 1.85 -1.72 2.14 0.57
H 4.22 -2.46 2.22 0.43
H 5.16 -3.74 0.31 0.41
H 3.74 -4.25 -1.64 0.45
H 1.81 -3.67 -2.97 0.52
H 0.45 -2.77 -2.28 0.17
H 0.62 -4.51 -1.97 0.29
N 3.72 0.10 -0.88 -0.03
N 3.53 0.58 -2.19 -0.28
C 2.24 0.59 -2.64 -0.13
N 2.00 1.09 -3.88 -0.46
N 1.32 0.01 -1.94 -0.03
N -0.09 0.27 -2.19 1.32
O -0.73 -0.89 -2.17 -0.82
O -0.46 1.26 -2.95 -0.97
H 3.43 0.81 -0.19 0.20
H 4.70 -0.11 -0.76 0.29
H 4.05 1.41 -2.44 0.28
H 2.67 1.75 -4.24 0.23
H 1.00 1.36 -3.95 0.33
C -0.49 9.23 0.49 -1.51
C -0.14 7.81 0.17 0.79
C 1.09 7.27 0.50 -0.97
C 1.43 5.95 0.21 0.55
C 2.79 5.44 0.60 -1.66
C 0.49 5.14 -0.44 0.08
Te 0.93 3.11 -0.86 0.64
C -0.75 5.67 -0.82 1.16
C -1.80 4.87 -1.56 -1.89
C -1.05 6.99 -0.50 -0.70
H 0.29 9.70 1.08 0.34
H -1.42 9.30 1.06 0.34
H -0.62 9.82 -0.42 0.32
H 1.82 7.89 1.02 0.29
H 3.47 6.28 0.79 0.40
H 3.21 4.81 -0.17 0.32
H 2.75 4.83 1.51 0.31
H -1.40 3.94 -1.98 0.20
H -2.21 5.46 -2.38 0.49
H -2.62 4.60 -0.89 0.29
H -2.02 7.39 -0.79 0.40

---

89
Properties=species:S:1:pos:R:3:mulliken_charge:R:1 method="wB97M-V/def2-TZVPD" e_homo_ha="-0.3852 / -0.5025" relative_energy_ev=1.469 fmax_ev_per_a=1.038 spin_multiplicity=5 charge=+2 gap_ev="4.110 / 5.360" total_energy_ha=-10283.70142
Pt 1.31 -2.22 1.45 1.30
Cl 0.90 2.10 6.87 -0.15
C 1.44 1.12 5.59 0.67
C 2.79 0.78 5.54 -0.41
C 3.26 -0.05 4.54 -0.33
I 5.27 -0.58 4.42 0.20
C 2.38 -0.59 3.56 0.26
O 2.73 -1.39 2.67 -0.73
C 0.99 -0.22 3.61 0.52
N 0.21 -0.78 2.68 0.10
C -1.08 -0.49 2.67 -0.48
C -1.65 0.40 3.59 -1.24
C -0.85 0.97 4.56 -0.93
C 0.51 0.65 4.60 0.00
H 3.46 1.15 6.30 0.49
H -1.68 -0.99 1.92 0.66
H -2.70 0.62 3.54 0.57
H -1.27 1.66 5.28 0.50
Br -1.98 -6.12 5.71 -0.11
C -0.96 -5.08 4.51 0.04
C 0.09 -4.27 5.01 -1.07
C 0.77 -3.48 4.13 0.17
N 0.50 -3.46 2.81 0.18
C -0.49 -4.29 2.30 0.57
C -1.24 -5.09 3.17 -1.18
C -0.63 -4.24 0.89 0.86
C -1.40 -5.12 0.11 -0.95
C -1.34 -5.04 -1.26 -0.29
Br -2.35 -6.21 -2.33 -0.12
C -0.49 -4.09 -1.88 -0.88
C 0.21 -3.24 -1.09 -0.52
N 0.14 -3.26 0.26 0.42
H 0.33 -4.27 6.06 0.46
H 1.56 -2.84 4.48 0.54
H -2.04 -5.71 2.79 0.45
H -2.00 -5.88 0.58 0.46
H -0.40 -4.06 -2.96 0.54
H 0.87 -2.49 -1.51 0.86
C 3.59 -0.40 -1.71 -1.19
C 3.38 -0.97 -0.32 0.56
C 4.05 -2.34 -0.18 -1.49
O 1.98 -1.08 -0.08 -0.33
H 4.66 -0.36 -1.94 0.48
H 3.18 0.61 -1.78 0.12
H 3.10 -1.04 -2.45 0.31
H 3.83 -0.30 0.43 0.21
H 3.73 -3.01 -0.99 0.32
H 3.81 -2.79 0.78 0.28
H 5.13 -2.23 -0.23 0.48
C -0.93 6.11 -0.91 -1.30
C -1.23 4.69 -0.42 -0.24
C 0.01 3.94 0.07 0.06
C 0.96 3.48 -1.04 -1.20
N 0.32 2.62 -2.02 0.90
C -0.09 1.34 -1.81 -1.17
Se 0.06 0.42 -0.21 0.22
N -0.64 0.87 -2.95 0.99
C -1.21 -0.46 -3.15 0.09
C -2.73 -0.45 -3.34 -0.75
C -3.55 -0.13 -2.08 -0.47
C -3.55 1.34 -1.67 -0.84
C -0.59 1.86 -3.91 1.04
C -0.99 1.87 -5.25 -0.79
C -0.77 3.03 -5.95 -0.92
C -0.17 4.15 -5.36 -0.82
C 0.24 4.14 -4.04 -0.89
C 0.02 2.97 -3.32 0.66
H -1.86 6.63 -1.15 0.41
H -0.32 6.10 -1.81 0.21
H -0.41 6.68 -0.14 0.34
H -1.73 4.13 -1.21 -0.01
H -1.93 4.76 0.42 0.53
H -0.31 3.06 0.64 -0.25
H 0.58 4.58 0.75 0.65
H 1.80 2.94 -0.60 0.10
H 1.35 4.35 -1.57 0.64
H -0.95 -1.06 -2.28 -0.78
H -0.73 -0.89 -4.03 0.44
H -3.01 -1.45 -3.69 0.51
H -3.00 0.26 -4.13 0.40
H -3.19 -0.75 -1.25 0.13
H -4.58 -0.43 -2.28 0.41
H -2.60 1.64 -1.22 -0.04
H -4.33 1.53 -0.94 0.51
H -3.74 1.99 -2.53 0.30
H -1.44 1.00 -5.72 0.48
H -1.06 3.08 -6.99 0.45
H -0.03 5.05 -5.95 0.45
H 0.71 5.01 -3.60 0.39

---

97
Properties=species:S:1:pos:R:3:mulliken_charge:R:1 method="wB97M-V/def2-TZVPD" e_homo_ha="-0.4618 / -0.4619" relative_energy_ev=0.919 fmax_ev_per_a=0.804 spin_multiplicity=1 charge=+2 gap_ev="6.222 / 6.222" total_energy_ha=-4569.67531
Ta -0.29 0.27 0.27 0.97
S -0.09 -0.64 -1.98 -0.54
C 0.81 0.66 -2.74 0.22
N 1.44 0.60 -3.89 -0.43
N 1.51 -0.50 -4.53 0.46
C 2.19 -0.61 -5.78 0.79
C 2.14 -1.84 -6.41 -0.49
C 2.78 -1.98 -7.63 -0.60
C 3.45 -0.91 -8.19 -0.54
C 3.49 0.32 -7.53 -0.57
C 2.86 0.48 -6.31 -0.33
N 0.83 1.89 -2.19 -1.10
N 0.30 2.00 -1.03 1.49
C 0.15 3.40 -0.69 0.12
C 0.84 3.96 0.37 -0.01
C 0.66 5.30 0.66 -1.04
C -0.20 6.07 -0.11 -0.65
C -0.88 5.50 -1.18 -0.81
C -0.70 4.16 -1.48 -0.41
H 1.09 -1.34 -4.15 0.24
H 1.61 -2.67 -5.97 0.34
H 2.75 -2.94 -8.14 0.38
H 3.95 -1.02 -9.15 0.40
H 4.02 1.15 -7.97 0.39
H 2.88 1.43 -5.79 0.42
H 1.51 3.35 0.97 0.57
H 1.19 5.75 1.49 0.47
H -0.34 7.12 0.12 0.49
H -1.54 6.11 -1.79 0.44
H -1.20 3.71 -2.32 0.49
O 5.51 -1.97 -0.65 -0.55
C 6.07 -0.76 -0.59 0.47
O 7.23 -0.58 -0.83 -0.55
C 5.20 0.42 -0.27 0.37
C 5.72 1.69 -0.26 -0.64
N 4.71 2.53 0.06 -0.22
N 3.56 1.91 0.26 0.03
C 3.83 0.62 0.06 -0.30
C 2.77 -0.37 0.17 0.23
O 2.87 -1.56 0.00 -0.81
O 1.56 0.14 0.52 0.48
H 4.56 -1.93 -0.45 0.39
H 6.72 2.03 -0.45 0.57
H 4.76 3.53 0.14 0.17
Cl -2.63 1.06 -0.62 -0.10
C -2.96 2.63 0.13 0.77
C -3.96 3.40 -0.42 -0.75
C -4.20 4.64 0.17 -0.68
C -3.45 5.05 1.26 -0.57
C -2.46 4.23 1.78 -0.15
Cl -1.58 4.76 3.16 -0.14
C -2.17 2.99 1.21 0.42
S -0.97 1.91 1.89 -0.38
H -4.53 3.05 -1.27 0.57
H -4.97 5.28 -0.23 0.45
H -3.64 6.01 1.72 0.53
C -4.91 -4.32 1.15 -1.56
C -3.66 -3.51 1.49 0.27
C -2.58 -3.74 0.45 -1.25
S -1.05 -2.92 0.90 0.78
O -1.34 -1.47 0.35 -0.08
C 0.13 -3.63 -0.24 -0.18
C 0.66 -4.96 0.30 -0.55
C 1.45 -4.81 1.58 -1.04
H -5.70 -4.13 1.88 0.42
H -4.70 -5.39 1.17 0.38
H -5.29 -4.06 0.17 0.35
H -3.29 -3.78 2.48 0.34
H -3.90 -2.44 1.52 0.01
H -2.84 -3.35 -0.53 0.45
H -2.32 -4.80 0.34 0.63
H 0.94 -2.89 -0.30 -0.33
H -0.35 -3.71 -1.22 0.55
H 1.29 -5.36 -0.49 0.43
H -0.16 -5.68 0.41 0.32
H 2.31 -4.15 1.44 0.22
H 1.83 -5.78 1.90 0.40
H 0.86 -4.41 2.40 0.30
O -4.03 0.44 2.81 -0.38
C -3.73 0.59 4.19 -0.77
N -3.68 -0.65 4.92 -0.04
C -2.59 -1.43 5.15 -0.11
O -2.62 -2.41 5.86 -0.61
C -1.29 -1.08 4.46 0.10
C -0.10 -1.14 5.19 -0.60
C 1.08 -0.87 4.55 -1.40
C 1.06 -0.57 3.19 -0.85
N -0.06 -0.56 2.48 1.37
C -1.22 -0.79 3.12 -0.34
H -4.98 0.26 2.72 0.24
H -4.46 1.24 4.67 0.55
H -2.76 1.08 4.22 0.44
H -4.51 -0.96 5.41 0.28
H -0.14 -1.40 6.24 0.58
H 2.03 -0.88 5.08 0.57
H 1.98 -0.35 2.68 0.53
H -2.12 -0.72 2.53 0.83